Record 1
ORCA calculation (ωB97M-V with the def2-TZVPD basis set) on a molecular structure, C66H58CaFN10O3P.

Values from the calculation:
Charge ... 0
Multiplicity ... 1
Kohn-Sham gap ... 0.200 Ha

Element x y z (Å)
Ca  0.83  0.52  1.18
P  -2.92  -1.79  -1.39
F  3.00  6.83  2.91
O  2.80  0.60  -2.73
O  2.34  2.26  1.16
O  1.39  0.44  -1.01
N  -0.74  2.55  0.07
N  5.12  -1.13  -1.31
N  -1.54  -1.18  1.69
N  1.37  -0.11  3.68
N  1.14  -8.90  -1.37
N  -2.89  -2.84  3.49
N  -0.52  1.70  2.76
N  3.64  4.48  -2.01
N  0.95  -2.14  0.80
N  3.35  -0.76  0.81
C  4.02  -1.86  -1.18
C  -6.54  0.08  -1.42
C  0.11  0.03  4.38
C  -2.59  -0.76  2.38
C  -1.38  -0.60  6.19
C  -3.56  -5.51  0.12
C  4.12  5.23  -3.20
C  1.94  -7.98  -1.91
C  -3.27  -1.59  3.26
C  -1.68  1.53  -0.40
C  -4.70  -1.48  -1.65
C  -1.96  5.10  3.21
C  -7.40  -0.84  -2.00
C  0.23  -7.19  0.03
C  1.98  -2.61  0.10
C  3.91  6.42  -0.55
C  4.42  0.00  0.66
C  2.83  4.91  1.56
C  -3.56  -4.14  -0.11
C  -2.88  -1.46  -4.23
C  -2.20  5.47  1.90
C  2.68  2.90  0.15
C  -2.25  0.40  5.80
C  -2.21  -1.22  -5.42
C  1.00  -4.80  -0.09
C  -6.92  -2.08  -2.41
C  3.72  6.98  0.69
C  -2.24  -4.47  -2.08
C  -2.23  -5.84  -1.85
C  1.06  -6.22  -0.53
C  -0.20  -0.76  5.47
C  -0.83  -1.03  -5.42
C  -0.05  -2.98  1.07
C  -0.12  -1.08  -4.23
C  -2.91  -3.61  -1.22
C  3.17  6.22  1.72
C  -0.07  -4.30  0.64
C  -1.17  -2.45  1.89
C  -1.25  3.36  1.16
C  -0.32  3.33  -1.09
C  -1.42  3.87  3.50
C  3.02  4.32  0.30
C  4.51  7.19  -1.69
C  0.32  -8.49  -0.42
C  3.30  3.19  -2.15
C  -5.20  -0.24  -1.24
C  -1.83  -3.26  2.80
C  2.04  -1.38  3.90
C  -5.58  -2.40  -2.23
C  -1.08  2.93  2.50
C  3.91  6.73  -3.00
C  1.93  -6.64  -1.53
C  -2.90  -6.36  -0.75
C  -2.18  -1.52  -3.03
C  -0.79  1.05  3.94
C  3.52  5.08  -0.76
C  5.32  -0.20  -0.38
C  -0.80  -1.31  -3.04
C  -1.83  4.59  0.89
C  2.31  1.01  -1.68
C  2.79  2.37  -1.17
C  2.26  0.99  4.05
C  3.42  4.78  -4.48
C  -1.96  1.20  4.71
C  3.15  -1.70  -0.10
C  2.05  -3.92  -0.35
H  -2.69  1.94  4.40
H  -3.18  0.56  6.34
H  2.43  -1.48  4.92
H  6.21  0.41  -0.46
H  4.37  8.26  -1.54
H  -1.20  0.96  -1.20
H  -0.47  -6.95  0.82
H  -4.08  -3.49  0.59
H  -1.72  -4.07  -2.95
H  -6.91  1.04  -1.10
H  -5.21  -3.37  -2.54
H  -2.19  5.78  4.02
H  2.34  4.80  -4.36
H  2.53  0.93  5.12
H  -4.09  -5.91  0.98
H  1.77  1.94  3.85
H  0.50  -1.53  5.78
H  1.36  -2.21  3.71
H  -2.90  0.27  2.23
H  2.88  -1.46  3.20
H  -1.60  -1.24  7.04
H  -0.94  -4.90  0.84
H  -4.53  0.47  -0.78
H  4.36  7.25  -3.84
H  3.72  3.79  -4.81
H  3.98  8.01  0.88
H  -1.16  3.75  -1.65
H  5.59  7.02  -1.71
H  0.94  -0.89  -4.20
H  -3.95  -1.60  -4.24
H  -1.96  0.85  0.40
H  -1.98  4.89  -0.14
H  -1.49  -4.27  2.98
H  -2.76  -1.17  -6.35
H  -8.44  -0.60  -2.14
H  -0.24  -1.30  -2.11
H  -0.32  -0.83  -6.35
H  -2.90  -7.43  -0.58
H  2.94  -4.25  -0.86
H  -4.12  -1.21  3.81
H  -2.65  6.43  1.65
H  0.34  4.14  -0.77
H  2.41  4.33  2.37
H  2.61  -8.31  -2.69
H  2.84  6.94  -3.02
H  3.17  0.95  3.45
H  3.69  5.48  -5.28
H  -1.70  -6.50  -2.53
H  -1.21  3.61  4.53
H  -2.60  1.99  -0.80
H  4.58  0.80  1.38
H  5.19  5.04  -3.29
H  0.23  2.67  -1.76
H  3.41  2.75  -3.13
H  3.81  -2.57  -1.96
H  -7.59  -2.80  -2.85
H  -0.32  -9.25  0.02
H  2.60  -5.97  -2.04

Results of the Mulliken charge analysis, in e, for atoms 1 through 2: 2.631, 2.345

---

Record 2
ORCA calculation (ωB97M-V with the def2-TZVPD basis set) on C3H4N2O2 in the gas phase in a non-equilibrium geometry.

Values from the calculation:
SMILES string ... OC1(O)C=CN=N1
Charge ... 0
Multiplicity ... 1
Kohn-Sham gap ... 0.313 Ha

Element x y z (Å)
O  -1.26  0.52  1.19
O  -1.27  0.93  -0.90
N  1.79  0.37  -0.01
N  0.90  1.21  0.01
C  0.09  -1.02  0.13
C  1.43  -0.94  0.16
C  -0.51  0.35  0.11
H  -0.49  -1.93  0.02
H  -1.91  1.22  0.81
H  -0.93  1.02  -1.84
H  2.16  -1.74  0.32

Results of the natural (NBO) charge analysis, in e, for atoms 1 through 2: -0.668, -0.742

---

no.,LUMO energy (eV)
1,-0.621
2,-0.223